[1]
Computed, not measured: a cluster of 8 separate species, C26H47NO24P3 in total in a non-equilibrium geometry, with ωB97M-V with the def2-TZVPD basis set.

Its net charge is -1. The max |F| comes out at 1.7 eV Å⁻¹. The value obtained for the LUMO energy is 1.873 eV. The frontier orbital gap is 4.5 eV. The value obtained for the total energy is -3903.470378 hartree.

Geometry (Å):
1 C -2.6144 1.3095 4.9545
2 C -1.3338 0.4844 5.0719
3 O -0.4640 0.6022 3.9792
4 C -0.9334 0.0113 2.7713
5 P -0.0189 0.8884 1.2715
6 C -1.6773 1.3427 0.4111
7 C -1.5409 1.5919 -1.0879
8 P 0.1030 2.9037 2.3472
9 N 0.6976 4.0151 1.3514
10 P 0.0640 -1.1104 0.1481
11 O 1.2020 -1.9909 1.0577
12 O 0.9892 -0.7203 -1.1533
13 H -3.3273 0.7576 4.3507
14 H -2.4143 2.2576 4.4726
15 H -3.0357 1.4132 5.9506
16 H -0.7875 0.8884 5.9250
17 H -1.5643 -0.5558 5.3188
18 H -2.0172 0.0510 2.6792
19 H -0.6446 -1.0469 2.7618
20 H 1.2481 0.5065 1.9408
21 H 0.7317 1.5252 0.2093
22 H -2.0937 2.2436 0.8640
23 H -2.4320 0.5692 0.5474
24 H -1.3106 0.6661 -1.6087
25 H -2.4891 1.9494 -1.4904
26 H -0.7732 2.3276 -1.2978
27 H -1.1897 3.3328 2.7754
28 H 0.9679 2.8406 3.4811
29 H 0.0320 4.7719 1.2266
30 H 0.6838 -2.5960 1.6105
31 H 0.8349 -1.3575 -1.8734
32 C 0.2920 2.6713 9.6819
33 C -0.4706 2.7548 8.3780
34 O -1.3679 1.6450 8.4817
35 C -1.5423 1.3561 9.7916
36 O -2.3500 0.5983 10.2196
37 O -0.6607 2.0534 10.5548
38 H 0.5890 3.6425 10.0688
39 H 1.1716 2.0291 9.6108
40 H -1.0550 3.6722 8.2908
41 H 0.1618 2.6518 7.4998
42 C 1.0429 -5.7423 -1.3316
43 C 1.8896 -5.7276 -2.5827
44 O 1.2679 -4.6813 -3.3552
45 C 0.6248 -3.8604 -2.4932
46 O 0.1616 -2.7996 -2.7944
47 O 0.5770 -4.3861 -1.2676
48 H 1.6036 -5.9872 -0.4345
49 H 0.1797 -6.4073 -1.4162
50 H 2.9186 -5.4438 -2.3842
51 H 1.8763 -6.6685 -3.1222
52 C 2.2884 -6.4715 4.0708
53 C 3.4557 -5.5583 3.7604
54 O 3.9070 -6.0649 2.4983
55 C 2.8727 -6.6978 1.9052
56 O 2.8637 -7.0611 0.7711
57 O 1.8389 -6.8434 2.7634
58 H 1.4915 -5.9794 4.6213
59 H 2.5919 -7.3730 4.6065
60 H 3.1531 -4.5181 3.6324
61 H 4.2512 -5.6114 4.4986
62 C -1.7128 6.4966 -2.9705
63 C -2.8381 5.5266 -2.6882
64 O -2.5060 5.0418 -1.3864
65 C -1.7257 5.9653 -0.7747
66 O -1.4152 5.9353 0.3681
67 O -1.3455 6.9293 -1.6569
68 H -2.0203 7.3366 -3.5780
69 H -0.8531 6.0116 -3.4369
70 H -3.8118 6.0208 -2.6406
71 H -2.8891 4.7073 -3.4008
72 C 5.7635 -6.3397 -5.9988
73 C 5.3837 -5.4836 -4.8102
74 O 4.1843 -6.1157 -4.3503
75 C 4.1995 -7.4053 -4.7693
76 O 3.4319 -8.2395 -4.4151
77 O 5.2102 -7.6121 -5.6474
78 H 6.8373 -6.4190 -6.1457
79 H 5.2986 -5.9984 -6.9252
80 H 6.1270 -5.5186 -4.0119
81 H 5.1897 -4.4469 -5.0717
82 C -2.7554 -4.7280 -5.3067
83 C -1.5837 -3.7891 -5.4803
84 O -1.1919 -4.0431 -6.8391
85 C -2.2599 -4.5384 -7.5023
86 O -2.3132 -4.6983 -8.6797
87 O -3.2664 -4.8324 -6.6426
88 H -3.5162 -4.3428 -4.6335
89 H -2.4497 -5.7206 -4.9696
90 H -1.8704 -2.7416 -5.3852
91 H -0.7685 -3.9954 -4.7969
92 C -1.8704 11.7735 -2.7403
93 C -2.0198 10.4820 -1.9644
94 O -2.3032 9.5383 -3.0028
95 C -1.8096 10.0251 -4.1655
96 O -1.7319 9.4041 -5.1755
97 O -1.4163 11.3132 -4.0176
98 H -1.1472 12.4562 -2.3028
99 H -2.8207 12.2944 -2.8735
100 H -1.1007 10.1805 -1.4609
101 H -2.8296 10.5060 -1.2406

Forces on atoms 1 to 2 (eV/Å):
0.074 -0.970 -0.192
0.194 0.711 0.384

Atom charges from the Löwdin analysis, given in e for atoms 1 to 4:
1. C -0.076
2. C -0.300
3. O -0.290
4. C -0.390

[2]
Computed, not measured: the molecule C8H9NO in a non-equilibrium geometry, with ωB97M-V with the def2-TZVPD basis set.

The max |F| comes out at 11.6 eV Å⁻¹. The value obtained for the LUMO energy is 0.727 eV. As for the energy above the lowest of the compared OMol25 structures with the same formula, charge and spin: 74.76 kcal per mole. The frontier orbital gap is 9.7 eV. The value obtained for the total energy is -440.132188 hartree. The structure (SMILES) is CC(=O)Nc1ccccc1.

Geometry (Å):
1 C 3.4071 -0.2904 -0.1003
2 C 2.0710 0.3207 0.0774
3 C -0.3264 -0.1379 0.0256
4 C -1.2263 -1.1583 0.1450
5 C -2.6010 -0.8702 0.0554
6 C -3.0356 0.4554 0.0465
7 C -2.1978 1.4117 -0.0824
8 C -0.7361 1.1832 -0.0814
9 H 3.8481 -0.9969 0.9361
10 H 4.1101 0.3590 -0.2972
11 H 3.4651 -1.2038 -0.8518
12 H 1.1454 -1.4436 -0.2939
13 H -0.9509 -2.2315 0.1325
14 H -3.2457 -1.4395 0.3072
15 H -4.2657 0.5267 0.0675
16 H -2.4064 2.4817 -0.1489
17 H -0.1462 1.9626 -0.1886
18 N 1.0785 -0.4559 -0.0319
19 O 2.0129 1.5271 0.2832

Forces on atoms 1 to 2 (eV/Å):
-0.798 -8.408 2.460
4.051 3.138 0.348

Atom charges from the Löwdin analysis, given in e for atoms 1 to 4:
1. C -0.009
2. C -0.620
3. C -0.206
4. C -0.008

[3]
Computed, not measured: a structure of composition C24H28Cl2FeN6O9P2, with ωB97M-V with the def2-TZVPD basis set.

Its expectation value of S² is 6.011. As for the spin multiplicity: 5. The max |F| comes out at 0.7 eV Å⁻¹. The value obtained for the LUMO energy (alpha / beta) is -0.828 / -0.828 eV. As for the energy above the lowest of the compared OMol25 structures with the same formula, charge and spin: 0.00 kcal per mole. The frontier orbital gap (alpha / beta) is 5.8 / 5.9 eV. The value obtained for the total energy is -4804.193757 hartree.

Geometry (Å):
1 Fe -0.1221 -0.0065 1.2527
2 Cl -3.6065 5.6408 3.1240
3 C -3.2081 3.9803 2.8074
4 C -1.8702 3.6418 2.6443
5 C -1.5191 2.3234 2.3817
6 N -0.2356 1.8208 2.2467
7 C 0.8809 2.5314 2.3228
8 O 1.0859 3.7407 2.4442
9 C 2.0962 1.5981 2.2916
10 C 3.3787 2.1150 2.4238
11 C 4.4480 1.2413 2.4848
12 C 4.2091 -0.1264 2.4182
13 C 2.9032 -0.5538 2.2609
14 N 1.8699 0.2823 2.1915
15 C -2.5358 1.3419 2.2686
16 C -3.8627 1.6941 2.4484
17 C -4.1981 3.0151 2.7187
18 Cl -5.8728 3.4195 2.9245
19 N -2.0642 0.0422 2.0567
20 C -2.7452 -0.9493 1.5332
21 O -3.8565 -0.9233 0.9463
22 C -1.9983 -2.2655 1.6173
23 C -2.6556 -3.4617 1.3889
24 C -1.9334 -4.6389 1.4693
25 C -0.5790 -4.5776 1.7577
26 C -0.0010 -3.3317 1.9434
27 N -0.6875 -2.1986 1.8808
28 H -1.1043 4.3979 2.7215
29 H 3.4835 3.1881 2.4971
30 H 5.4571 1.6159 2.6038
31 H 5.0118 -0.8468 2.4981
32 H 2.6662 -1.6097 2.1993
33 H -4.6427 0.9526 2.3629
34 H -3.7043 -3.4372 1.1327
35 H -2.4170 -5.5913 1.2992
36 H 0.0250 -5.4713 1.8290
37 H 1.0589 -3.2418 2.1523
38 C -1.0124 0.4975 -3.7286
39 C -1.8387 -0.0928 -2.5837
40 O -3.0731 -0.4857 -3.1496
41 P -2.0819 1.2190 -1.3136
42 O -2.2610 2.5400 -2.1874
43 O -3.4890 1.0482 -0.6811
44 O -0.8889 1.3015 -0.4270
45 P -1.0510 -1.6064 -1.8133
46 O 0.0831 -2.0818 -2.9437
47 O -2.0838 -2.6641 -1.7989
48 O -0.2223 -1.2432 -0.6203
49 H -1.5882 1.2869 -4.2058
50 H -0.7932 -0.2760 -4.4621
51 H -0.0811 0.9353 -3.3669
52 H -3.3578 -1.2929 -2.6904
53 H -2.6904 3.2455 -1.6928
54 H -3.6904 0.2607 -0.0572
55 H -0.3127 -2.7928 -3.4562
56 N 2.5315 -0.7973 -3.4314
57 C 2.5903 0.6868 -3.2220
58 C 2.1840 0.9899 -1.7838
59 N 2.9744 0.2659 -0.8084
60 C 2.9902 -1.1627 -1.0472
61 C 3.4126 -1.5299 -2.4674
62 H 2.7987 -1.0225 -4.3890
63 H 1.5464 -1.1441 -3.3108
64 H 1.9259 1.1477 -3.9507
65 H 3.6188 0.9919 -3.4274
66 H 1.1313 0.7310 -1.6289
67 H 2.2669 2.0613 -1.6038
68 H 3.9130 0.6448 -0.7397
69 H 1.9824 -1.5516 -0.8626
70 H 3.6707 -1.6433 -0.3452
71 H 3.3021 -2.5952 -2.6667
72 H 4.4391 -1.2234 -2.6808

Forces on atoms 1 to 2 (eV/Å):
-0.655 -0.132 0.111
0.001 0.012 0.000

Atom charges from the Löwdin analysis, given in e for atoms 1 to 4:
1. Fe 0.832
2. Cl 0.644
3. C -0.686
4. C -0.032

[4]
Computed, not measured: a structure of composition C4H5N4O3P in a non-equilibrium geometry, with ωB97M-V with the def2-TZVPD basis set.

Its net charge is -2. The max |F| comes out at 5.2 eV Å⁻¹. The value obtained for the LUMO energy is 5.918 eV. As for the energy above the lowest of the compared OMol25 structures with the same formula, charge and spin: 31.79 kcal per mole. The frontier orbital gap is 6.2 eV. The value obtained for the total energy is -941.476438 hartree.

Geometry (Å):
1 C 0.4659 -0.1075 2.2893
2 C -0.5047 1.1643 -0.4263
3 C 0.0661 0.0555 0.0109
4 C -0.4177 -0.6980 1.3064
5 N 0.1284 0.6071 3.2857
6 N 1.2463 0.9188 4.0157
7 N 2.3725 0.6246 3.4452
8 N 2.3839 0.0960 2.3396
9 O 4.5665 -1.5060 2.7006
10 O 2.4075 -2.5312 1.9266
11 O 3.7060 -1.0234 0.2958
12 P 3.4131 -1.4552 1.7401
13 H 0.1205 1.7440 -1.1946
14 H -1.3472 1.5887 0.1303
15 H 0.8137 -0.5260 -0.4868
16 H -0.3251 -1.7318 1.3122
17 H -1.4748 -0.4833 1.3946

Forces on atoms 1 to 2 (eV/Å):
2.379 1.459 1.469
1.514 0.924 -0.792

Atom charges from the Löwdin analysis, given in e for atoms 1 to 4:
1. C -0.217
2. C -0.060
3. C -0.170
4. C -0.177

[5]
Computed, not measured: a cluster of 2 separate species, C6H11NSi2 in total in a non-equilibrium geometry, with ωB97M-V with the def2-TZVPD basis set.

The max |F| comes out at 4.4 eV Å⁻¹. The value obtained for the LUMO energy is -0.064 eV. As for the energy above the lowest of the compared OMol25 structures with the same formula, charge and spin: 63.20 kcal per mole. The frontier orbital gap is 9.0 eV. The value obtained for the total energy is -868.792151 hartree. The structure (SMILES) is C#C[Si@H](C)/N=[SiH]\C.C#C.

Geometry (Å):
1 C 1.5867 -3.4752 0.1341
2 C -1.4955 3.9142 0.9424
3 C 1.6631 -2.3011 0.4178
4 C -0.7126 3.0010 1.0894
5 C -1.5543 -2.1640 -1.3878
6 C 1.8575 1.6973 0.5025
7 N -0.8872 0.5806 -0.3331
8 Si -1.8589 -0.2580 -1.2682
9 Si 0.0109 1.2967 0.9087
10 H 1.7876 -4.4395 -0.2967
11 H -2.0191 4.7599 0.9040
12 H -0.4473 -2.4064 -1.5873
13 H -1.5139 -2.6212 -0.2930
14 H -2.0550 -2.7343 -2.1251
15 H 2.6835 1.4905 1.2869
16 H 2.1725 1.0745 -0.3403
17 H 1.9612 2.7473 0.3747
18 H 1.6268 -1.3196 0.8711
19 H -2.7779 0.4507 -1.9945
20 H -0.0282 0.7065 2.1944

Forces on atoms 1 to 2 (eV/Å):
0.821 0.903 -0.409
2.496 -2.728 0.548

Atom charges from the Löwdin analysis, given in e for atoms 1 to 4:
1. C -0.010
2. C 0.034
3. C 0.002
4. C -0.211

[6]
Computed, not measured: a structure of composition C25H29GeN4OSZr in a non-equilibrium geometry, with ωB97M-V with the def2-TZVPD basis set.

Its net charge is +1. The max |F| comes out at 1.3 eV Å⁻¹. The value obtained for the LUMO energy is -3.709 eV. The frontier orbital gap is 7.8 eV. The value obtained for the total energy is -3786.310550 hartree.

Geometry (Å):
1 Zr 0.5926 0.9494 0.6997
2 C 0.6660 -3.9115 -1.9723
3 C -0.2748 -3.5355 -3.1194
4 C -1.6361 -4.2116 -2.8822
5 C 0.3310 -4.0507 -4.4333
6 C -0.5005 -2.0297 -3.1930
7 C -1.2248 -1.4875 -4.2726
8 C -1.4923 -0.1412 -4.3937
9 C -1.0386 0.7080 -3.3908
10 S -1.2475 2.4265 -3.1923
11 C -0.3828 2.3663 -1.7037
12 N 0.0436 1.1591 -1.3799
13 C -0.3299 0.1939 -2.3072
14 C -0.0450 -1.1685 -2.2120
15 C -0.1430 3.4886 -0.8089
16 C -0.2398 4.8072 -1.2508
17 C 0.1194 5.8332 -0.3978
18 C 0.5719 5.5353 0.8812
19 C 0.6341 4.2193 1.3201
20 C 0.2646 3.1484 0.5058
21 H 0.8397 -4.9869 -1.9908
22 H 0.2339 -3.6616 -1.0004
23 H 1.6319 -3.4115 -2.0715
24 H -1.5056 -5.2924 -2.8057
25 H -2.3249 -4.0123 -3.7040
26 H -2.0948 -3.8521 -1.9589
27 H 0.5398 -5.1176 -4.3486
28 H 1.2634 -3.5321 -4.6625
29 H -0.3495 -3.9179 -5.2737
30 H -1.5956 -2.1534 -5.0392
31 H -2.0419 0.2485 -5.2399
32 H 0.5397 -1.5072 -1.3650
33 H -0.5722 5.0179 -2.2606
34 H 0.0622 6.8619 -0.7269
35 H 0.8833 6.3372 1.5380
36 H 0.9827 4.0409 2.3324
37 N 2.8202 -1.1045 3.6306
38 C 2.5943 -0.2785 2.6164
39 O 1.6204 -0.5121 1.7992
40 C 3.4152 0.8744 2.4364
41 C 3.1660 1.4771 1.2126
42 N 2.7272 1.7006 0.1563
43 C 4.3544 1.2798 3.4103
44 N 5.0677 1.5857 4.2604
45 H 3.6282 -0.9874 4.2217
46 H 2.2557 -1.9316 3.7334
47 C -0.6488 -1.4743 3.7975
48 Ge -1.4169 0.0780 2.8432
49 C -0.2718 1.6732 3.3266
50 C -3.2089 0.5191 3.5281
51 C -1.3475 -0.0756 0.8826
52 H -1.4320 -2.0391 4.3003
53 H 0.0545 -1.1186 4.5508
54 H -0.1340 -2.1361 3.1017
55 H -0.1806 1.7468 4.4083
56 H -0.7456 2.5837 2.9659
57 H 0.7583 1.6338 2.9344
58 H -3.1785 0.7417 4.5943
59 H -3.8913 -0.3145 3.3675
60 H -3.5989 1.3905 3.0016
61 H -2.1949 0.4487 0.4332
62 H -1.3726 -1.1211 0.5672

Forces on atoms 1 to 2 (eV/Å):
-1.303 0.107 0.294
-0.056 0.048 -0.074

Atom charges from the Löwdin analysis, given in e for atoms 1 to 4:
1. Zr 1.687
2. C -0.063
3. C -0.558
4. C -0.034

Molar mass / g mol⁻¹: 850.57, 135.17, 733.22, 188.08, 153.33, 597.44